[1]
C23H20F3N3O4 | wB97M-V/def2-TZVPD

XYZ file:
```
53
C23H20F3N3O4 | the OMol25 dataset | wB97M-V/def2-TZVPD
C -0.6512 -1.7512 -0.7740
C -0.8235 -0.2921 -0.5547
C -0.1945 0.7612 -1.1477
C -0.7813 1.9577 -0.6373
C -1.7597 1.5613 0.2726
N -1.7485 0.2095 0.3330
C -2.5965 -0.5996 1.1772
C -3.8218 -1.0537 0.4486
C -4.2193 -2.2846 0.0162
C -5.4613 -2.0929 -0.6378
C -5.7215 -0.7613 -0.5577
O -4.7386 -0.1252 0.0985
H -6.5390 -0.1664 -0.9131
H -6.0679 -2.8433 -1.1008
H -3.7018 -3.2118 0.1549
H -2.0343 -1.4713 1.5173
H -2.8812 -0.0039 2.0481
C -2.6448 2.4016 1.1134
H -2.4237 2.2616 2.1727
H -2.4888 3.4445 0.8556
H -3.6899 2.1472 0.9401
C -0.4357 3.3205 -0.9568
O -1.1575 4.2851 -0.8090
C 0.9985 3.5192 -1.4874
H 1.1482 3.0023 -2.4402
H 1.1910 4.5887 -1.6016
O 1.9043 3.0094 -0.5085
C 2.7290 2.0366 -0.8328
O 2.9053 1.5819 -1.9311
C 3.4230 1.4922 0.4295
N 2.8850 0.1864 0.7058
C 1.8679 -0.1683 1.5492
N 1.5700 -1.4350 1.5181
C 2.4076 -1.9825 0.5828
C 2.5220 -3.2969 0.1383
C 3.4589 -3.5554 -0.8366
C 4.2668 -2.5439 -1.3672
C 4.1735 -1.2374 -0.9377
C 3.2346 -0.9700 0.0480
H 4.7850 -0.4589 -1.3643
H 4.9807 -2.7958 -2.1365
H 3.5754 -4.5622 -1.2082
H 1.8955 -4.0710 0.5499
C 1.2049 0.7773 2.4930
F 0.8626 1.9476 1.9332
F 2.0093 1.0948 3.5298
F 0.0896 0.2621 3.0112
H 3.2472 2.1686 1.2662
H 4.4956 1.3949 0.2409
H 0.5626 0.6865 -1.9029
H 0.1324 -1.9148 -1.5089
H -1.5767 -2.1945 -1.1410
H -0.3672 -2.2545 0.1496
```

Properties
E_LUMO	0.52	eV
SMILES string	Cc1cc(C(=O)COC(=O)Cn2c(C(F)(F)F)nc3ccccc32)c(C)n1Cc1ccco1
E_HOMO	-8.03	eV
total charge	0
gap between HOMO and LUMO	0.3144	Ha
E	-1653.32243	hartree



[2]
C23H20N2O3 | wB97M-V/def2-TZVPD

XYZ file:
```
48
C23H20N2O3 | the OMol25 dataset | wB97M-V/def2-TZVPD
O -0.0013 -1.9999 -1.0811
O -2.5927 0.4689 0.8859
O 0.5043 6.3029 -0.9445
C -0.7618 -1.3542 -0.3837
C -1.7356 0.9043 0.1920
C -0.5954 6.3062 -1.7664
C 0.5368 4.9639 -0.4887
C -1.1462 5.0887 -1.8726
C -0.5715 0.0447 -0.1137
C 0.6651 0.5966 -0.0831
C -0.3901 4.2032 -1.0086
C -3.1278 -5.7514 -1.2368
C 4.6112 -0.5204 2.9436
C -4.0471 -4.7849 -1.1064
C -1.8367 -5.5357 -0.7637
C 4.4908 0.6964 2.2626
C 3.6687 -1.5375 2.7195
C -3.6479 -3.5224 -0.6172
C -1.4439 -4.3196 -0.1926
C 3.5151 0.8081 1.2565
C 2.7425 -1.4999 1.7067
C -2.3679 -3.2762 -0.1320
C 2.7136 -0.3213 0.8327
N -1.9764 -1.9837 0.0052
N 1.8759 -0.1945 -0.2145
C -1.4871 2.4100 0.1215
C 0.8603 2.0501 -0.3327
C -0.3484 2.6957 -0.8906
H -0.9858 7.1205 -2.3817
H 1.3872 4.6263 0.0667
H -1.9757 4.7144 -2.5702
H -3.4268 -6.7676 -1.5589
H 5.4904 -0.5788 3.5344
H -5.0804 -5.0389 -1.5011
H -1.2047 -6.3976 -0.7269
H 5.2883 1.4435 2.2578
H 3.8507 -2.4562 3.2905
H -4.3938 -2.7249 -0.7025
H -0.3840 -4.2323 0.1225
H 3.5754 1.6554 0.6018
H 2.1714 -2.4149 1.4970
H -2.6186 -1.3226 0.4463
H 1.6714 -1.1373 -0.6607
H -1.2057 2.8098 1.1630
H -2.4568 2.7854 -0.2407
H 1.7245 2.1556 -0.9468
H 1.0112 2.5561 0.5502
H -0.5448 2.2664 -1.9381
```

Properties
E_LUMO	-0.14	eV
SMILES string	O=C1C[C@@H](c2ccoc2)CC(Nc2ccccc2)=C1C(=O)Nc1ccccc1
E_HOMO	-8.28	eV
total charge	0
gap between HOMO and LUMO	0.2990	Ha
E	-1223.57945	hartree



[3]
C23H20N4O2 | wB97M-V/def2-TZVPD

XYZ file:
```
49
C23H20N4O2 | the OMol25 dataset | wB97M-V/def2-TZVPD
C 3.6558 -2.6724 0.8946
C 4.4548 -3.3349 -0.2220
C 4.3130 -2.5920 -1.5497
H 4.8885 -3.0900 -2.3354
H 4.6477 -1.5549 -1.4447
O 2.9544 -2.5919 -1.9835
C 2.2714 -1.4477 -1.8615
O 2.7534 -0.4006 -1.5073
C 0.8355 -1.6171 -2.2101
C -0.0474 -0.6631 -1.7219
C -1.4078 -0.7732 -1.9831
C -1.8601 -1.8193 -2.7889
C -0.9727 -2.7573 -3.2841
C 0.3761 -2.6761 -2.9862
H 1.0709 -3.4119 -3.3575
H -1.3409 -3.5624 -3.9024
H -2.9133 -1.8994 -3.0215
N -2.3379 0.1416 -1.4994
C -2.2234 0.9649 -0.4221
N -1.1435 0.8909 0.3217
C -1.0338 1.6942 1.3926
N -1.9230 2.5765 1.7776
C -3.0506 2.6850 1.0457
C -4.0253 3.6231 1.4391
C -5.1796 3.7605 0.7183
C -5.4054 2.9744 -0.4185
C -4.4754 2.0521 -0.8239
C -3.2822 1.8832 -0.1044
H -4.6725 1.4637 -1.7100
H -6.3202 3.0994 -0.9787
H -5.9267 4.4798 1.0200
H -3.8271 4.2178 2.3165
C 0.1883 1.5503 2.1878
C 0.4888 2.4562 3.2039
C 1.6504 2.2797 3.9328
C 2.4674 1.2022 3.6194
N 2.1892 0.3310 2.6633
C 1.0827 0.5009 1.9663
H 0.8863 -0.2310 1.1958
H 3.3889 1.0232 4.1588
H 1.9197 2.9614 4.7253
H -0.1884 3.2741 3.3970
H -3.2479 0.1010 -1.9351
H 0.3340 0.1526 -1.1322
H 4.1171 -4.3649 -0.3552
H 5.5153 -3.3535 0.0354
H 3.9313 -1.6269 1.0069
H 2.5901 -2.7187 0.6815
H 3.8342 -3.1807 1.8386
```

Properties
E_LUMO	-0.07	eV
SMILES string	CCCOC(=O)c1cccc(Nc2nc(-c3cccnc3)nc3ccccc23)c1
E_HOMO	-8.20	eV
total charge	0
gap between HOMO and LUMO	0.2986	Ha
E	-1258.02347	hartree